(1)
Below is a 2-piece molecular cluster, C4H8FIO overall, with properties calculated with the ωB97M-V functional and the def2-TZVPD basis.

Cartesian coordinates (Å):
1 C 0.911 -2.297 0.397
2 C -0.022 -1.361 0.137
3 F -1.291 -1.757 0.168
4 C 0.223 0.073 -0.153
5 C -0.460 1.169 0.706
6 O 1.640 0.264 -0.344
7 H 0.597 -3.239 0.708
8 H 1.926 -2.093 0.214
9 H -0.217 0.398 -1.123
10 H -0.927 0.776 1.606
11 H 0.359 1.842 0.991
12 H -1.147 1.710 0.230
13 H 2.171 -0.227 0.430
14 I -3.910 0.163 -0.142
15 H -3.910 -0.518 -1.554

As for the HOMO energy: -9.65 eV. For the relative energy (zero: lowest compared OMol25 entry of this formula, charge and spin), the calculation gives 28.6 kcal per mole. As for the net charge: 0. The orbital gap is 10.3 eV. As for the SMILES: C=C(F)[C@@H](C)O.I.

***

(2)
Below is a 2-piece molecular cluster, CH5PS2 overall, with properties calculated with the ωB97M-V functional and the def2-TZVPD basis.

Cartesian coordinates (Å):
1 C 1.555 -0.112 0.291
2 P 0.905 -1.575 -0.646
3 S -2.265 1.583 -0.341
4 S -2.182 -0.305 0.157
5 H 0.827 0.580 0.546
6 H 2.265 0.392 -0.390
7 H 2.166 -0.273 1.155
8 H 0.125 -2.017 0.431
9 H -3.397 1.727 -1.202

As for the HOMO energy (alpha / beta): -8.24 / -8.96 eV. For the relative energy (zero: lowest compared OMol25 entry of this formula, charge and spin), the calculation gives 72.1 kcal per mole. As for the net charge: 0. The orbital gap (alpha / beta) is 6.4 / 8.2 eV.

***

(3)
Below is one molecule with the formula C4H5Cl2F, with properties calculated with the ωB97M-V functional and the def2-TZVPD basis.

Cartesian coordinates (Å):
1 C 0.714 0.460 0.275
2 C 1.232 1.506 -0.508
3 C -0.782 -1.507 -0.064
4 C -0.617 -0.073 0.311
5 F 2.540 1.833 -0.316
6 Cl -1.595 0.756 -0.876
7 Cl -1.155 0.156 2.044
8 H 1.435 -0.097 0.760
9 H 0.748 2.150 -1.162
10 H -1.804 -1.679 0.050
11 H -0.286 -2.080 0.629
12 H -0.430 -1.423 -1.141

As for the HOMO energy (alpha / beta): -6.26 / -11.12 eV. For the relative energy (zero: lowest compared OMol25 entry of this formula, charge and spin), the calculation gives 0.0 kcal per mole. As for the net charge: 0. As for the expectation value of S²: 2.01. The orbital gap (alpha / beta) is 7.0 / 8.7 eV. The multiplicity is 3.

***

(4)
Below is a 4-piece molecular cluster, C24H32F24NO3S overall, with properties calculated with the ωB97M-V functional and the def2-TZVPD basis.

Cartesian coordinates (Å):
1 C 2.225 1.537 4.529
2 C 2.083 0.103 3.684
3 S 0.242 -0.013 3.225
4 C -0.836 0.121 4.750
5 C -2.440 0.285 4.465
6 C -2.874 0.313 2.885
7 C -2.652 1.811 2.259
8 C -2.081 2.931 3.307
9 N -2.717 2.925 4.677
10 C -3.153 1.572 5.186
11 C -2.963 1.465 6.844
12 H 3.348 1.873 4.509
13 H 1.788 1.342 5.597
14 H 1.496 2.295 3.979
15 H 2.670 0.187 2.658
16 H 2.398 -0.823 4.333
17 H -0.624 -0.775 5.496
18 H -0.489 1.111 5.318
19 H -2.959 -0.683 4.932
20 H -4.052 0.119 2.864
21 H -2.414 -0.564 2.234
22 H -1.859 1.691 1.376
23 H -3.658 2.152 1.719
24 H -2.299 4.001 2.828
25 H -0.893 2.884 3.409
26 H -3.525 3.610 4.783
27 H -1.983 3.279 5.362
28 H -4.335 1.523 5.024
29 H -3.315 2.447 7.378
30 H -1.841 1.234 7.136
31 H -3.603 0.525 7.167
32 C -0.622 0.541 -4.270
33 C -1.595 1.713 -4.077
34 C -0.942 3.091 -4.016
35 F -0.072 3.207 -2.988
36 F -1.884 4.057 -3.830
37 F -2.363 1.479 -2.980
38 F -2.460 1.698 -5.141
39 O -0.227 -0.155 -3.084
40 C 0.850 0.436 -2.359
41 C 0.432 0.930 -0.967
42 F -0.578 1.835 -1.040
43 F 1.464 1.551 -0.338
44 F 1.418 1.405 -3.117
45 F 1.792 -0.537 -2.235
46 H -1.160 -0.214 -4.857
47 H 0.239 0.808 -4.894
48 H -0.415 3.320 -4.946
49 H 0.095 0.100 -0.342
50 C 7.314 0.110 -2.546
51 C 7.916 0.474 -1.181
52 C 8.247 -0.714 -0.283
53 F 7.157 -1.454 0.020
54 F 8.761 -0.287 0.904
55 F 7.096 1.358 -0.553
56 F 9.078 1.161 -1.424
57 O 5.888 0.168 -2.645
58 C 5.197 -0.992 -2.187
59 C 4.322 -0.720 -0.956
60 F 5.053 -0.226 0.078
61 F 3.738 -1.861 -0.507
62 F 6.088 -1.994 -1.993
63 F 4.412 -1.390 -3.225
64 H 7.663 0.874 -3.252
65 H 7.714 -0.830 -2.944
66 H 8.991 -1.366 -0.748
67 H 3.536 0.004 -1.186
68 C -2.802 -2.792 -2.115
69 C -3.765 -3.798 -1.467
70 C -3.950 -5.102 -2.237
71 F -4.455 -4.906 -3.475
72 F -4.828 -5.918 -1.590
73 F -4.956 -3.187 -1.232
74 F -3.256 -4.102 -0.230
75 O -3.401 -1.760 -2.903
76 C -3.708 -2.119 -4.249
77 C -5.215 -2.111 -4.540
78 F -5.889 -2.951 -3.712
79 F -5.471 -2.528 -5.807
80 F -3.118 -3.304 -4.538
81 F -3.087 -1.195 -5.030
82 H -2.317 -2.253 -1.291
83 H -1.974 -3.282 -2.643
84 H -3.004 -5.644 -2.329
85 H -5.633 -1.109 -4.414

As for the HOMO energy: -11.59 eV. As for the net charge: +1. The orbital gap is 8.4 eV.

***

(5)
Below is C36H31AsClDyN4O4SSe2 as an isolated structure, with properties calculated with the ωB97M-V functional and the def2-TZVPD basis.

Cartesian coordinates (Å):
1 Dy 0.000 0.000 0.000
2 Se 3.009 -1.050 2.228
3 Se 2.225 1.061 3.003
4 C 0.478 0.341 3.349
5 C 0.045 0.172 4.668
6 C -1.229 -0.347 4.908
7 C -2.052 -0.690 3.834
8 C -1.585 -0.508 2.530
9 N -0.341 0.000 2.317
10 C 3.351 -0.336 0.478
11 C 4.669 -0.167 0.042
12 C 4.906 0.348 -1.235
13 C 3.830 0.686 -2.058
14 C 2.527 0.503 -1.587
15 N 2.317 0.000 -0.341
16 H 0.687 0.441 5.497
17 H -1.578 -0.482 5.924
18 H -3.041 -1.093 4.009
19 H -2.211 -0.770 1.687
20 H 5.499 -0.432 0.683
21 H 5.921 0.483 -1.585
22 H 4.003 1.085 -3.049
23 H 1.682 0.761 -2.213
24 O 0.000 0.000 -2.198
25 As -0.716 -1.214 -3.047
26 C 0.718 -1.861 -4.227
27 C 1.008 -3.225 -4.373
28 C 2.034 -3.644 -5.226
29 C 2.779 -2.704 -5.942
30 C 2.495 -1.344 -5.806
31 C 1.469 -0.924 -4.954
32 C -1.533 -2.277 -1.612
33 C -1.215 -3.623 -1.379
34 C -1.831 -4.324 -0.336
35 C -2.766 -3.686 0.483
36 C -3.084 -2.345 0.262
37 C -2.469 -1.644 -0.779
38 C -2.097 -0.268 -4.059
39 C -1.764 0.812 -4.887
40 C -2.760 1.481 -5.607
41 C -4.092 1.073 -5.503
42 C -4.430 -0.004 -4.678
43 C -3.436 -0.673 -3.958
44 H 0.446 -3.974 -3.850
45 H 2.250 -4.699 -5.336
46 H 3.572 -3.029 -6.602
47 H 3.071 -0.613 -6.360
48 H 1.270 0.132 -4.857
49 H -0.497 -4.141 -1.982
50 H -1.581 -5.363 -0.162
51 H -3.241 -4.230 1.289
52 H -3.806 -1.848 0.896
53 H -2.723 -0.604 -0.940
54 H -0.741 1.143 -4.975
55 H -2.498 2.316 -6.244
56 H -4.862 1.591 -6.060
57 H -5.462 -0.320 -4.598
58 H -3.711 -1.507 -3.327
59 N -0.827 5.041 -0.775
60 C 0.000 4.311 0.000
61 N 0.827 5.041 0.775
62 S 0.000 2.661 0.000
63 H -0.568 5.984 -1.027
64 H -1.386 4.535 -1.452
65 H 0.568 5.984 1.027
66 H 1.386 4.535 1.452
67 O 0.000 -2.001 0.000
68 Cl -1.209 3.874 5.404
69 C -1.746 2.920 4.074
70 C -0.813 2.318 3.233
71 C -1.252 1.545 2.155
72 C -2.624 1.366 1.905
73 C -3.545 1.984 2.768
74 C -3.111 2.758 3.847
75 C -3.097 0.526 0.733
76 O -4.354 0.412 0.575
77 O -2.202 0.000 0.000
78 H 0.251 2.440 3.404
79 H -0.528 1.071 1.494
80 H -4.611 1.852 2.584
81 H -3.844 3.224 4.498

As for the HOMO energy (alpha / beta): -5.59 / -5.65 eV. For the relative energy (zero: lowest compared OMol25 entry of this formula, charge and spin), the calculation gives 144.9 kcal per mole. As for the net charge: 0. As for the expectation value of S²: 9.34. The orbital gap (alpha / beta) is 4.9 / 4.9 eV. The multiplicity is 6.

***

(6)
Below is one molecule with the formula C3H4N2O3, with properties calculated with the ωB97M-V functional and the def2-TZVPD basis.

Cartesian coordinates (Å):
1 N -1.898 -0.931 -0.019
2 C -0.614 -0.333 -0.003
3 C 0.582 -0.855 -0.390
4 N 1.523 0.194 -0.545
5 O 2.311 0.209 0.653
6 O 0.727 1.373 -0.523
7 C -0.525 1.151 -0.005
8 O -1.389 2.027 0.143
9 H -2.159 -1.425 0.855
10 H -2.534 -0.168 -0.091
11 H 0.873 -1.896 -0.409
12 H 3.104 0.655 0.335

As for the HOMO energy: -9.58 eV. For the relative energy (zero: lowest compared OMol25 entry of this formula, charge and spin), the calculation gives 91.5 kcal per mole. As for the net charge: 0. The orbital gap is 9.5 eV. As for the SMILES: Nc1cn(O)oc1=O.

***

(7)
Below is one molecule with the formula C11H18O, with properties calculated with the ωB97M-V functional and the def2-TZVPD basis.

Cartesian coordinates (Å):
1 C 0.851 -0.859 -0.209
2 C 1.529 1.900 -0.378
3 C 2.719 1.003 -0.068
4 C 0.235 1.560 0.166
5 C 2.340 -0.453 -0.049
6 C -0.240 0.138 -0.115
7 C 3.306 -1.551 0.220
8 C -1.861 -1.348 1.225
9 C -1.940 -1.200 -1.252
10 C -2.647 0.815 0.107
11 C -1.657 -0.322 0.004
12 O 0.697 -2.110 -0.442
13 H 1.760 2.860 0.070
14 H 1.455 2.081 -1.394
15 H 3.431 1.169 -1.028
16 H 3.251 1.222 0.916
17 H 0.363 1.540 1.273
18 H -0.426 2.335 -0.148
19 H 3.379 -1.972 1.236
20 H 4.321 -1.210 0.005
21 H 3.176 -2.224 -0.585
22 H -2.931 -1.553 1.244
23 H -1.507 -0.674 2.009
24 H -1.192 -2.250 1.084
25 H -2.993 -1.586 -1.182
26 H -1.867 -0.532 -2.068
27 H -1.209 -2.030 -1.299
28 H -3.664 0.555 0.311
29 H -2.666 1.541 -0.745
30 H -2.492 1.486 0.942

As for the HOMO energy (alpha / beta): -7.28 / -9.17 eV. For the relative energy (zero: lowest compared OMol25 entry of this formula, charge and spin), the calculation gives 0.0 kcal per mole. As for the net charge: 0. As for the expectation value of S²: 2.02. The orbital gap (alpha / beta) is 8.1 / 8.2 eV. The multiplicity is 3.

***

(8)
Below is C3H5F2OP as an isolated structure, with properties calculated with the ωB97M-V functional and the def2-TZVPD basis.

Cartesian coordinates (Å):
1 C -1.156 0.021 -1.336
2 C -0.357 -0.881 -0.797
3 C 0.374 -0.733 0.405
4 O 1.634 0.186 2.598
5 F -0.693 -1.154 1.716
6 F 1.232 -1.677 0.661
7 P 0.925 0.908 1.388
8 H -1.911 -0.331 -2.056
9 H -1.503 1.050 -1.123
10 H -0.200 -1.846 -1.456
11 H 1.017 -0.329 3.068
12 H 1.979 0.954 0.441

As for the HOMO energy: -9.56 eV. For the relative energy (zero: lowest compared OMol25 entry of this formula, charge and spin), the calculation gives 35.2 kcal per mole. As for the net charge: 0. The orbital gap is 9.5 eV.